No. 1
ORCA calculation (wB97M-V/def2-TZVPD) on a molecular structure, C30H47Cl2N4O6PtS2Si.

## Properties
LUMO level (spin up / spin down) = 2.2 / 2.2 eV
multiplicity = 3
E = -3967.37312 a.u.
charge = -1

Structure (XYZ):
```
93
Properties=species:S:1:pos:R:3:forces:R:3:lowdin_spin:R:1
C 2.8751 -1.7761 -4.4949 -0.2479 -0.6707 -0.0002 0.00
C 2.0747 -1.3996 -5.6990 -0.0306 -0.1846 -0.3090 0.00
H 3.1460 -2.8321 -4.5304 0.1478 0.0291 0.0390 0.00
H 2.2855 -1.6356 -3.5911 -0.0310 0.1077 0.1326 0.00
H 3.7881 -1.1973 -4.3965 0.1531 0.1958 -0.0167 0.00
C 2.0859 -2.0357 -6.8712 -0.3729 0.2738 -0.0253 0.00
C 2.8773 -3.2358 -7.2579 0.4025 -0.2805 0.5134 0.00
H 1.4394 -1.6442 -7.6526 0.1126 0.0474 0.0514 0.00
H 2.9573 -3.9360 -6.4234 0.0355 -0.0720 -0.0483 0.00
H 3.8997 -2.9567 -7.5216 0.0522 0.0040 -0.0877 0.00
H 2.4559 -3.7710 -8.1037 -0.1378 0.0523 -0.0734 0.00
Pt -0.4815 0.0017 2.7755 2.6716 0.5790 1.3853 1.23
Cl 0.9992 -0.4257 1.0702 1.3892 -0.5022 -1.9280 0.13
C -0.7854 2.1537 0.8814 -0.6142 -0.7216 1.1321 0.00
O -1.4522 1.3796 1.5929 -0.7563 2.3998 -2.4986 0.07
N -1.3365 3.0207 0.0329 -0.2635 0.4627 -0.4405 0.00
C -2.7038 2.8708 -0.4238 0.0851 0.1287 0.2456 0.00
C -0.5788 4.1433 -0.4785 0.0753 -0.3298 -0.2945 0.00
H 0.3017 2.1590 0.9209 0.2254 0.0997 0.2366 0.00
H -3.2264 2.2019 0.2485 -0.0611 -0.1074 0.0718 0.00
H -2.7195 2.4564 -1.4317 -0.0239 -0.0374 -0.1317 0.00
H -3.2059 3.8383 -0.4376 -0.0183 0.0403 0.0361 0.00
H 0.3960 4.1760 -0.0029 0.0807 -0.0229 0.0566 0.00
H -1.0988 5.0798 -0.2755 -0.0499 0.0196 0.0756 0.00
H -0.4393 4.0509 -1.5557 0.0303 0.0802 -0.1482 0.00
H -4.2534 2.1529 5.9237 -0.0879 0.0973 -0.0328 0.00
H -2.3696 2.2624 7.9118 -0.0093 0.0929 0.0446 0.00
C -3.9815 1.0987 5.9772 0.1844 0.0413 -0.0068 0.00
C -2.1511 1.2292 7.6412 -0.0475 0.0735 -0.1266 0.00
N -2.5715 0.9611 6.2820 -0.2928 -0.0798 0.4447 0.00
H -4.1814 0.6263 5.0234 0.0014 -0.0105 -0.1373 0.00
C -1.6856 0.6163 5.3470 -0.2674 -0.2456 -1.3525 0.01
O -1.9942 0.3945 4.1616 -1.6201 0.7656 2.6468 0.06
H -1.0828 1.0642 7.7350 0.1049 -0.0005 -0.0092 0.00
H -0.6545 0.5356 5.6845 -0.0532 0.1584 -0.1113 0.00
H -4.5844 0.6242 6.7517 0.0394 -0.0504 0.0731 0.00
H -2.6699 0.5718 8.3394 -0.0430 -0.0688 0.0546 0.00
H 0.4721 -4.5924 1.5532 0.1173 0.0834 0.0160 0.00
H -0.6028 -3.0964 -0.4006 0.0963 0.0656 -0.2560 0.00
C -0.5196 -4.6278 2.0033 -0.4081 -0.1132 0.0533 0.01
C -1.5191 -3.4579 0.0630 0.7570 0.3793 0.3257 0.00
N -1.3319 -3.5405 1.5013 -0.0961 -1.0857 -0.8852 0.04
H -0.4121 -4.5433 3.0803 0.0529 0.1229 0.0710 0.00
C -1.7115 -2.5497 2.2978 -0.4651 1.4526 0.3481 0.09
O -1.8190 -1.3621 1.9309 -2.1004 -2.4297 -0.9444 0.01
H -2.3107 -2.7511 -0.1498 -0.1288 0.1055 -0.0398 0.00
H -1.9670 -2.8577 3.3147 0.3972 0.1385 0.1599 0.00
H -0.9794 -5.5869 1.7672 -0.0229 -0.1950 -0.0711 0.00
H -1.7615 -4.4413 -0.3385 -0.0663 -0.0975 0.0820 0.00
O -0.1274 -0.5778 -5.1102 0.1059 -0.1623 0.1919 0.00
C 1.1769 -0.1950 -5.5237 -0.4325 0.3361 -0.2578 0.00
C 0.0034 0.4989 -7.6645 0.0331 0.1084 0.0512 0.00
C 1.0865 0.6079 -6.8032 0.0981 0.3313 0.0029 0.00
H -0.8097 -0.1603 -7.4011 -0.0804 -0.0486 0.0396 0.00
C -0.0332 1.2325 -8.8435 0.0131 0.0055 -0.0146 0.00
H 1.6219 0.4499 -4.7587 0.1283 0.0602 0.0549 0.00
C 2.1334 1.4625 -7.1396 -0.1049 -0.0264 -0.0786 0.00
H -0.8840 1.1386 -9.5061 -0.0166 -0.0028 -0.0190 0.00
C 1.0107 2.0832 -9.1724 0.0087 -0.0144 0.0029 0.00
C 2.0971 2.1965 -8.3136 0.0114 -0.0111 -0.0087 0.00
H 2.9875 1.5431 -6.4782 0.0239 0.0261 0.0491 0.00
H 0.9808 2.6548 -10.0908 -0.0067 0.0172 -0.0083 0.00
H 2.9168 2.8588 -8.5599 0.0139 0.0211 -0.0076 0.00
Si -1.0317 0.2204 -3.9511 -0.0258 -0.2959 0.4173 0.00
Cl 0.3268 -1.6606 4.1890 0.7511 -2.0672 1.1714 0.14
C -2.7833 -0.3456 -4.2797 0.0544 0.0455 -0.0824 0.00
C -0.8772 2.0777 -4.1622 -0.0142 -0.0848 -0.1188 0.00
C -0.5188 -0.2691 -2.2157 -0.1239 0.1657 -0.6956 0.00
H -3.0137 -0.3205 -5.3440 -0.0200 0.0439 -0.1066 0.00
H -3.5079 0.2861 -3.7660 -0.0372 0.0576 0.0772 0.00
H -2.9353 -1.3678 -3.9343 0.0439 -0.0675 0.0336 0.00
H -0.6214 -1.3426 -2.0613 0.0126 -0.0414 0.0260 0.00
H -1.1435 0.2297 -1.4735 0.0356 0.0146 0.1296 0.00
H 0.5161 -0.0012 -2.0131 0.0921 0.0195 0.1950 0.00
H -1.0057 2.3754 -5.2024 0.0025 0.0191 -0.1082 0.00
H 0.0897 2.4468 -3.8236 0.1328 0.0146 0.0252 0.00
H -1.6417 2.5920 -3.5791 -0.0659 -0.0033 0.0873 0.00
O 4.1931 2.7797 7.3257 -0.5709 -4.4165 1.1113 0.00
S 4.0974 1.3070 6.8979 2.6897 5.7052 -6.9776 0.01
O 5.4027 0.8701 6.2224 -3.0269 -0.4773 3.4293 0.01
N 3.1658 1.5610 5.4504 -0.1183 -0.7820 0.7603 0.02
C 2.0549 0.9134 5.3473 0.0518 1.3965 -0.8089 0.02
S 1.1153 1.5321 3.8374 0.6914 -0.6227 2.2605 0.13
C 1.8144 0.0366 6.6163 -0.7491 -0.5814 -0.0447 0.00
C 0.7925 -0.8632 7.0636 0.8533 0.3938 0.7971 0.00
C 0.8684 -1.4964 8.3127 0.6751 0.6922 -0.2870 0.00
C 1.9460 -1.2673 9.1603 0.1235 0.0711 -0.0755 0.00
C 2.9631 -0.4105 8.7572 -0.2810 -0.0484 -0.2362 0.00
C 2.8781 0.2108 7.5080 0.0538 -0.9858 1.8419 0.00
H -0.0898 -1.1499 6.5440 -0.0685 0.2665 -0.9490 0.00
H 0.0782 -2.1693 8.6257 -0.0073 0.0496 -0.1403 0.00
H 1.9900 -1.7571 10.1249 0.0795 0.0262 0.0100 0.00
H 3.8055 -0.2281 9.4101 0.0752 0.0613 -0.0613 0.00
```
Forces are in eV/Å.


No. 2
ORCA calculation (wB97M-V/def2-TZVPD) on a molecular structure, C30H47MnN3OPTe.

## Properties
LUMO level (spin up / spin down) = -10.1 / -10.0 eV
multiplicity = 2
E = -3170.28924 a.u.
energy relative to the best compared isomer or geometry (same formula, charge and spin) = 1.600 eV
charge = +3

Structure (XYZ):
```
84
Properties=species:S:1:pos:R:3:forces:R:3:lowdin_spin:R:1
Mn -0.2525 2.2241 -0.5772 0.5900 1.9433 -1.1962 1.04
C -0.9860 4.9554 1.7067 -0.0821 -0.0437 0.2103 0.00
C -0.5447 4.4351 0.3807 -0.0035 -0.2461 -0.5921 0.00
C 0.8345 4.3596 0.0662 -0.6415 -0.2869 -0.3891 -0.01
C 1.2677 4.0976 -1.2493 -0.6129 -0.0715 0.0596 -0.01
C 2.7050 4.2272 -1.6198 0.1854 -0.1521 -0.0271 0.00
C 0.2909 3.8699 -2.2536 -0.1558 0.0489 0.5080 -0.01
C -1.0911 4.0175 -1.9992 0.3689 0.0067 0.5634 0.00
C -2.0672 4.1040 -3.1216 -0.1463 -0.1924 -0.1059 0.00
C -1.4960 4.2112 -0.6550 0.5051 0.1009 0.0296 0.00
H -1.0237 6.0453 1.6380 0.0025 0.0236 -0.0057 0.00
H -0.2878 4.7118 2.5038 0.0133 -0.0546 0.0305 0.00
H -1.9856 4.6217 1.9757 -0.0112 -0.0584 0.0092 0.00
H 1.5604 4.6589 0.8145 0.0089 -0.3220 0.0796 0.00
H 2.8768 5.2569 -1.9450 -0.0299 0.0283 0.0086 0.00
H 2.9760 3.5875 -2.4575 0.0016 -0.0590 0.0133 0.00
H 3.3707 4.0448 -0.7788 0.0004 -0.0436 0.0115 0.00
H 0.6245 3.7552 -3.2807 -0.0381 -0.2566 0.1035 0.00
H -2.1178 5.1476 -3.4450 0.0406 0.0193 0.0439 0.00
H -3.0730 3.8165 -2.8239 -0.0074 -0.0523 0.0189 0.00
H -1.7563 3.5204 -3.9854 -0.0052 -0.0495 -0.0006 0.00
H -2.5439 4.4091 -0.4432 0.0775 -0.3199 0.0166 0.00
O 0.6205 0.7959 -1.6024 -0.4784 0.8521 0.1137 0.00
P 1.0481 -0.5976 -1.2133 1.2679 -1.0732 0.2356 0.00
N -0.4252 -1.3037 -0.5746 0.5935 1.0504 0.2472 0.00
C -1.5092 -1.3208 -1.5913 -1.0838 0.1329 -0.8206 0.00
C -2.0356 -2.7536 -1.6451 0.0912 -0.1193 0.0456 0.00
C -1.6442 -3.3467 -0.2937 -0.0293 0.0955 -0.1024 0.00
C -0.3191 -2.6596 0.0104 0.1054 -0.9882 0.7866 0.00
N 2.0138 -0.4967 0.1232 -0.0292 0.1087 -1.3626 0.00
C 2.8652 -1.5882 0.6240 0.1428 -0.4487 0.2837 0.00
C 3.5243 -0.9613 1.8433 0.0143 0.0906 -0.0684 0.00
C 3.8208 0.4606 1.3637 0.0009 -0.1687 0.0479 0.00
C 2.6327 0.8030 0.4594 -0.0562 0.6814 0.2469 0.00
N 1.7085 -1.5147 -2.3983 -0.7248 0.6803 1.0673 0.00
C 3.0310 -0.9936 -2.8455 0.8029 0.2695 0.1351 0.00
C 3.2971 -1.6523 -4.2051 -0.0847 -0.1149 -0.0524 0.00
C 2.2527 -2.7647 -4.2941 0.0437 0.0999 -0.0104 0.00
C 1.0621 -2.1866 -3.5426 -0.2824 -0.3372 -0.2506 0.00
H -1.1140 -0.9848 -2.5516 -0.1000 0.0216 0.0261 0.00
H -2.2959 -0.6177 -1.2954 0.2340 -0.1749 -0.0946 0.00
H -1.5548 -3.3160 -2.4437 -0.0369 0.0445 -0.0699 0.00
H -3.1064 -2.7786 -1.8253 -0.0411 0.0202 -0.0341 0.00
H -1.5303 -4.4281 -0.3357 0.0167 0.0245 0.0630 0.00
H -2.3827 -3.1138 0.4704 -0.0054 0.0282 0.0725 0.00
H 0.5093 -3.1925 -0.4660 -0.0209 0.0923 0.0116 0.00
H -0.1306 -2.5862 1.0871 0.0983 -0.0424 -0.1979 0.00
H 3.6239 -1.8672 -0.1111 -0.0677 -0.0503 -0.0136 0.00
H 2.2646 -2.4634 0.8622 0.0706 -0.0450 0.0072 0.00
H 4.4202 -1.4951 2.1470 0.0019 -0.0517 0.0291 0.00
H 2.8305 -0.9434 2.6844 0.0345 -0.0486 0.0065 0.00
H 4.7495 0.4764 0.7950 0.0095 0.0273 -0.0279 0.00
H 3.9186 1.1610 2.1895 0.0301 0.0554 -0.0379 0.00
H 2.9422 1.3491 -0.4367 -0.0458 -0.0319 0.1057 0.00
H 1.8931 1.4286 1.0079 0.3259 -0.2196 -0.2332 0.00
H 3.7880 -1.2775 -2.1121 -0.0310 0.0704 -0.0600 0.00
H 3.0166 0.0986 -2.9319 0.0209 -0.0946 0.0184 0.00
H 4.3102 -2.0456 -4.2649 -0.0191 0.0784 0.0146 0.00
H 3.1708 -0.9354 -5.0162 -0.0343 0.0061 0.0560 0.00
H 2.6084 -3.6633 -3.7939 -0.0241 -0.0782 0.0249 0.00
H 2.0031 -3.0143 -5.3216 -0.0491 -0.0568 -0.0078 0.00
H 0.3831 -2.9639 -3.1958 -0.0394 0.0761 -0.0129 0.00
H 0.5275 -1.4719 -4.1797 -0.0247 -0.0338 0.1172 0.00
C -3.8635 -3.4445 5.1841 -0.2681 -0.2647 0.1765 0.00
C -3.2049 -2.5168 4.2432 0.2568 0.4456 -0.4110 0.00
C -1.9290 -2.0090 4.5055 -0.1879 -0.0235 -0.1157 0.00
C -1.2748 -1.1677 3.6311 0.2997 0.1505 -0.3533 0.00
C 0.0449 -0.5836 4.0318 0.1716 -0.0727 0.0206 0.00
C -1.9125 -0.8415 2.4056 -0.0772 0.1771 0.1495 0.00
Te -0.7436 0.3040 1.0557 -0.9902 -1.0151 1.0169 0.00
C -3.2423 -1.2442 2.1644 0.1346 0.2310 -0.3181 0.00
C -4.0295 -0.7683 0.9867 -0.0037 0.2187 -0.1368 0.00
C -3.8484 -2.0881 3.0798 0.2255 0.0214 0.0461 0.00
H -3.2962 -3.5648 6.1014 0.0007 -0.0381 0.0528 0.00
H -3.9873 -4.4218 4.7158 0.0493 -0.0923 0.0043 0.00
H -4.8683 -3.1027 5.4265 -0.0539 0.0637 0.0630 0.00
H -1.4472 -2.2696 5.4349 0.0890 -0.0011 0.1187 0.00
H 0.3321 -0.9540 5.0124 0.0825 -0.0006 -0.0109 0.00
H -0.0266 0.5045 4.1001 0.1197 -0.0322 0.0022 0.00
H 0.8300 -0.8473 3.3152 -0.0309 0.0886 0.1586 0.00
H -3.4551 -0.0465 0.3889 -0.3045 -0.2332 0.0774 0.00
H -4.9352 -0.2701 1.3332 -0.0049 0.0341 -0.0298 0.00
H -4.3538 -1.6024 0.3679 0.0149 -0.0249 -0.1684 0.00
H -4.8577 -2.4171 2.8859 -0.1805 -0.0230 -0.0374 0.00
```
Forces are in eV/Å.


No. 3
ORCA calculation (wB97M-V/def2-TZVPD) on a single C30H47N2O7P molecule.

## Properties
LUMO level = -1.5 eV
E = -2148.79544 a.u.
energy relative to the best compared isomer or geometry (same formula, charge and spin) = 0.505 eV
charge = 0

Structure (XYZ):
```
87
Properties=species:S:1:pos:R:3:forces:R:3:lowdin_charge:R:1
C 9.0050 3.7709 1.1258 -0.0935 -0.7424 0.4503 0.07
C 8.6393 2.4851 1.2697 0.4403 0.4442 -0.3641 -0.06
C 7.9687 1.8160 0.1334 1.2635 -0.4080 -0.3546 -0.52
O 7.6410 2.3842 -0.8745 -0.3648 0.0235 -0.0872 0.11
O 7.7373 0.5036 0.3622 -0.5891 0.3322 0.3563 0.00
C 6.5282 0.0118 -0.2362 0.3007 -0.7706 -0.2322 -0.19
C 6.3769 -1.4565 0.0936 -0.9563 -0.1130 -0.5818 -0.16
C 5.1332 -2.0046 -0.6609 0.3634 -0.1092 0.8232 -0.20
C 4.3628 -3.0223 0.1924 -0.1410 -0.1538 -1.1724 -0.21
C 2.9988 -3.3112 -0.4326 -0.4967 0.0941 0.1055 -0.19
C 1.9334 -2.2231 -0.1053 0.6414 -0.1996 0.1907 -0.12
C 0.6908 -2.7748 0.5217 -0.5250 0.0157 -0.2280 -0.10
C -0.2284 -3.5308 -0.0976 0.5815 -0.0432 0.0024 -0.11
C -0.2164 -3.9451 -1.5340 -0.5182 0.3704 -0.2503 -0.10
C -1.2467 -3.0580 -2.2864 0.0739 0.0509 0.8693 -0.17
C -0.8641 -1.5878 -2.3592 -0.0603 0.0587 -0.5981 -0.22
C -2.0325 -0.6656 -2.7222 0.7876 0.3351 0.6415 -0.20
C -1.5029 0.7581 -2.9483 -0.1338 -0.2142 -0.4967 -0.21
C -2.4555 1.7006 -3.6941 0.2603 0.3719 0.5766 -0.21
C -3.3762 2.5180 -2.7781 -0.5462 -0.0619 -0.9001 -0.22
C -4.6188 1.7551 -2.3177 0.2213 0.1325 0.2974 -0.21
C -5.5931 2.5824 -1.4595 -0.0417 -0.4101 0.0265 -0.21
C -5.4360 2.3660 0.0524 0.3690 0.5118 -0.6583 -0.20
C -4.0711 2.8571 0.5485 0.0753 -0.5008 0.3788 -0.24
C -4.0662 3.3167 2.0020 -0.3061 0.5498 -0.0043 -0.22
C -2.8998 4.2476 2.3804 -0.0383 -0.7148 0.4520 -0.25
C -1.5331 3.8596 1.8133 0.2382 0.6339 -0.0914 -0.11
C -1.4040 -3.9950 0.6941 -0.0362 0.1497 -0.0734 -0.27
O -1.8929 -5.0886 0.5956 -0.3593 -0.0736 -0.1732 0.18
C -1.9305 -2.9660 1.6533 0.5901 0.1149 -0.0182 -0.14
O -3.3084 -2.8510 1.8048 0.3171 -0.5223 0.2008 0.09
C -3.8536 -3.8328 2.4723 0.2107 1.0487 -0.5924 -0.32
N -4.4463 -4.5732 3.1068 -0.4903 -0.8622 0.5971 0.19
C -1.0399 -2.1990 2.2715 -0.2069 -0.0242 0.6955 -0.06
P -1.5778 -0.8854 3.3965 -1.6582 1.1945 -0.8778 0.50
N -2.6682 -0.0480 2.6665 0.3231 -0.3793 0.3181 -0.13
O -0.3049 0.0212 3.6735 0.2972 -0.5340 -0.0787 -0.11
O -2.0331 -1.5340 4.7699 0.7308 -0.3806 0.1731 -0.10
C 0.4080 -2.4627 1.9539 -0.1365 0.0399 -0.2620 -0.32
O 1.2503 -2.4144 2.8095 0.2281 0.1888 0.1403 0.15
H 8.9343 4.4307 1.9818 1.1222 -0.0190 0.1267 0.07
H 9.3753 4.1225 0.1729 -1.0609 0.4919 -0.2776 0.08
H 8.8383 1.9286 2.1759 -1.0064 0.1887 0.3766 0.11
H 6.5526 0.1321 -1.3181 0.0987 0.2081 -0.0368 0.13
H 5.6615 0.5471 0.1553 0.1050 0.2552 0.0328 0.14
H 6.1872 -1.6027 1.1550 0.3945 0.0748 0.1557 0.11
H 7.2342 -2.0396 -0.2340 0.2779 0.1371 0.2820 0.12
H 5.4758 -2.5149 -1.5601 -0.1976 0.1559 -0.2426 0.11
H 4.4651 -1.1891 -0.9492 0.0095 0.0776 -0.0531 0.11
H 4.9244 -3.9569 0.1537 0.1394 -0.0020 0.4802 0.12
H 4.2473 -2.6727 1.2167 0.0330 -0.1190 0.1237 0.11
H 3.0942 -3.3886 -1.5173 0.1537 -0.0507 -0.0422 0.11
H 2.6081 -4.2740 -0.1029 0.0972 -0.0554 0.1070 0.11
H 2.3931 -1.5158 0.5869 -0.1038 0.0402 0.0914 0.12
H 1.6787 -1.6465 -0.9928 -0.1280 -0.0662 -0.0942 0.11
H 0.7729 -3.8388 -1.9703 0.0916 -0.1411 -0.0254 0.11
H -0.5723 -4.9715 -1.6101 0.2773 -0.1520 0.0094 0.12
H -1.4515 -3.4645 -3.2748 0.0004 -0.0015 -0.0650 0.12
H -2.1687 -3.1219 -1.6971 -0.2151 -0.1081 -0.2579 0.12
H -0.4611 -1.2201 -1.4145 0.0508 -0.1669 0.1388 0.10
H -0.0704 -1.4622 -3.1034 0.0675 -0.0051 0.0021 0.12
H -2.6738 -0.6377 -1.8389 -0.4604 -0.2020 -0.2537 0.10
H -2.5731 -1.0320 -3.5939 -0.1225 -0.0144 -0.0064 0.12
H -0.5720 0.6807 -3.5168 0.0133 -0.0152 -0.0751 0.10
H -1.2223 1.1977 -1.9879 -0.0180 0.0313 0.0609 0.11
H -1.8625 2.4202 -4.2617 0.0897 -0.0597 -0.0638 0.10
H -3.0506 1.1472 -4.4230 -0.0427 -0.0528 -0.0280 0.11
H -2.8216 2.9486 -1.9466 0.0934 -0.0900 0.1002 0.09
H -3.7333 3.3561 -3.3862 -0.0116 0.1670 0.1698 0.11
H -5.1561 1.4006 -3.1989 0.1206 -0.0491 -0.1263 0.11
H -4.2919 0.8646 -1.7745 -0.1844 -0.0793 0.1095 0.10
H -6.6076 2.2970 -1.7450 -0.0811 0.1073 0.0404 0.10
H -5.4741 3.6401 -1.7066 -0.0484 0.0807 0.0322 0.11
H -6.2140 2.9261 0.5736 -0.1715 -0.1712 0.0412 0.10
H -5.5616 1.2955 0.2182 -0.0781 0.0033 0.4001 0.11
H -3.7227 3.6847 -0.0732 -0.0858 0.0776 -0.0631 0.11
H -3.3504 2.0421 0.4440 0.1455 0.0816 -0.1524 0.10
H -4.1245 2.4879 2.7060 0.1180 -0.2698 -0.1582 0.09
H -4.9872 3.8894 2.1562 -0.0248 -0.0077 0.1134 0.10
H -2.8102 4.2048 3.4684 -0.0540 0.2322 0.0592 0.10
H -3.1643 5.2792 2.1524 0.1154 0.0218 -0.3172 0.10
H -0.9230 4.7604 1.7217 0.1084 -0.0234 0.0082 0.07
H -1.5763 3.4243 0.8172 -0.0770 -0.1045 -0.0005 0.05
H -0.9756 3.1962 2.4741 -0.1553 -0.2198 -0.0141 0.05
H -3.5590 -0.0113 3.1441 -0.1400 0.1935 -0.2766 -0.01
H -0.4003 0.7379 3.0232 0.1135 0.1886 0.2908 0.08
H -2.9637 -1.3496 4.9424 0.0157 -0.0114 0.0776 0.09
```
Forces are in eV/Å.